Entry 1:
ORCA calculation (the ωB97M-V functional and the def2-TZVPD basis) on C26H68O26PbS8 as an isolated structure at a distorted geometry.

Structure (XYZ):
```
129
Properties=species:S:1:pos:R:3:forces:R:3
Pb 17.51597 -17.32137 -17.18209 -1.46 1.00 -2.73
O 17.88278 -16.92052 -19.74175 -0.59 1.43 1.11
C 16.88417 -16.06900 -20.28919 -0.33 -1.40 1.17
C 15.86585 -15.28055 -19.30678 0.15 -1.05 0.40
O 15.64726 -15.75309 -17.96285 1.77 -0.68 -0.90
H 16.33042 -16.71915 -20.96651 -1.13 -0.45 0.03
H 17.17227 -15.34463 -21.05102 1.08 0.82 0.12
H 14.93374 -15.26609 -19.87164 -0.55 -0.40 -0.04
H 16.08010 -14.21187 -19.31715 0.80 0.43 0.33
O 16.97348 -11.65106 -24.85085 2.09 -0.71 0.01
S 17.96529 -12.66512 -24.55132 0.54 -1.18 1.19
O 17.87114 -13.95933 -25.23458 0.26 1.61 0.96
O 19.59177 -12.13993 -24.74280 -3.34 0.56 -0.55
C 20.64052 -13.02358 -24.37491 0.24 0.62 2.26
C 21.90215 -12.75318 -25.12884 0.35 -1.80 -1.69
C 17.87626 -12.95265 -22.67179 0.54 -0.34 -1.13
H 20.27193 -14.04899 -24.34723 0.39 -0.14 -0.61
H 20.88738 -12.76126 -23.34616 -0.25 -0.19 0.51
H 22.47661 -11.82913 -25.06384 -0.89 0.29 0.18
H 21.68316 -13.05290 -26.15369 0.23 0.71 -0.47
H 22.62680 -13.52813 -24.87897 0.01 -0.15 0.52
H 18.21669 -12.07964 -22.11495 -0.27 0.16 -0.38
H 18.51027 -13.79401 -22.39207 0.26 0.00 -0.38
H 16.87169 -13.27575 -22.39876 -0.20 0.45 -0.36
O 22.30652 -15.77914 -17.03667 -2.46 0.62 -1.13
S 21.14280 -15.62044 -17.91581 0.68 -0.57 -1.30
O 19.76398 -16.02658 -17.53464 3.14 1.39 -0.32
O 21.16225 -14.06232 -18.52994 2.98 -3.60 3.12
C 19.99102 -13.48186 -18.85043 -2.30 0.48 -0.13
C 20.41729 -12.21746 -19.46233 -1.13 0.67 -1.86
C 21.54676 -16.44706 -19.51932 -0.65 -0.63 1.53
H 19.34774 -13.27606 -17.99489 -0.03 -0.33 0.21
H 19.47805 -14.15095 -19.54128 -0.59 0.24 -0.21
H 19.51938 -11.86172 -19.96760 -0.09 0.77 0.17
H 21.04707 -12.49960 -20.30606 0.64 0.49 0.23
H 20.81982 -11.47384 -18.77451 0.14 -0.22 -0.21
H 20.65061 -16.37178 -20.13522 0.12 0.24 -0.15
H 21.63440 -17.49335 -19.22656 -0.08 -0.12 0.00
H 22.51012 -16.17295 -19.94933 -0.33 0.59 0.20
O 13.66496 -14.11069 -22.57403 -0.74 -0.07 -0.34
S 13.46749 -15.38287 -23.19829 1.04 -0.82 -0.61
O 13.03730 -16.50611 -22.35951 0.47 1.26 -1.80
O 12.45363 -15.17000 -24.51837 1.02 0.50 2.47
C 11.97718 -16.30456 -25.24876 -0.37 0.59 -1.06
C 10.95107 -15.78173 -26.28438 0.83 -0.18 -0.19
C 15.12626 -15.67559 -24.07195 -1.53 0.14 0.20
H 11.55691 -17.05882 -24.58351 0.26 -0.04 -0.05
H 12.84487 -16.60405 -25.83659 -0.12 -0.93 0.15
H 11.49000 -15.21817 -27.04599 0.07 0.50 0.28
H 10.14908 -15.16662 -25.87629 0.07 -0.25 0.11
H 10.57620 -16.60069 -26.89829 -0.36 -0.29 0.49
H 15.90405 -15.91337 -23.34627 -0.38 -0.31 0.16
H 15.41418 -14.73691 -24.54533 -0.39 0.05 0.04
H 14.96698 -16.42717 -24.84515 0.24 -0.18 0.23
O 15.97142 -19.16932 -18.08803 -2.37 -1.60 -2.05
S 15.15465 -20.01704 -19.01340 0.42 -0.35 -0.52
O 15.24293 -21.46235 -18.82667 -0.61 2.26 0.09
O 13.54709 -19.59281 -19.05938 2.31 -1.57 0.37
C 13.24115 -18.21985 -19.20005 -0.78 1.67 0.39
C 11.70432 -18.08863 -19.19972 0.56 -0.53 0.28
C 15.61713 -19.73526 -20.79452 0.35 -0.76 1.54
H 13.68575 -17.73606 -20.06976 -0.01 -0.41 -0.40
H 13.67989 -17.67181 -18.36623 -0.06 0.00 0.21
H 11.30975 -18.79649 -18.47078 0.00 0.08 0.25
H 11.23020 -18.37665 -20.13799 0.26 0.30 -0.16
H 11.41147 -17.08514 -18.89096 0.00 0.01 -0.25
H 16.68877 -19.89996 -20.68250 0.22 0.82 -0.36
H 15.26486 -18.78740 -21.20140 0.39 -0.04 0.27
H 15.30594 -20.60144 -21.37847 -0.62 0.11 0.31
O 17.75289 -15.80477 -15.21993 0.22 0.59 0.95
S 17.93711 -14.45541 -14.74210 0.99 0.97 -0.56
O 17.50206 -14.05727 -13.41371 0.89 -0.46 -1.88
O 19.56684 -14.13589 -14.98404 -3.56 -2.12 -0.64
C 20.24233 -13.40562 -14.02679 1.53 0.66 0.45
C 21.46540 -12.99886 -14.82077 0.62 1.25 -0.60
C 17.31842 -13.36569 -16.04071 -0.34 0.10 0.16
H 20.48905 -14.03481 -13.17160 -0.13 0.17 0.18
H 19.63769 -12.54011 -13.75587 0.22 0.07 0.45
H 21.93220 -13.77448 -15.42790 -0.16 -0.48 0.55
H 22.25460 -12.45608 -14.30054 -0.14 -0.22 0.46
H 21.12494 -12.29101 -15.57651 -0.14 0.20 -0.12
H 18.00000 -12.53033 -16.20106 -0.16 0.12 0.58
H 16.31255 -13.06857 -15.74395 0.17 0.20 0.08
H 17.22190 -13.85421 -17.01031 0.04 -0.70 0.27
O 18.27951 -20.68420 -23.95921 0.43 1.18 -0.82
S 18.75857 -19.36855 -24.32290 -1.34 0.82 0.52
O 20.18768 -19.13742 -24.52906 -2.23 -0.08 -0.05
O 17.80321 -18.80663 -25.61337 1.56 -1.41 1.64
C 18.37849 -17.73925 -26.35151 0.02 0.11 -2.14
C 17.39614 -17.57224 -27.56015 0.40 0.31 1.08
C 18.01453 -18.15100 -23.13964 1.01 -0.54 -0.61
H 19.36918 -18.04117 -26.69135 0.04 0.04 -0.05
H 18.50378 -16.82264 -25.77512 -0.34 0.07 0.17
H 17.60672 -16.75908 -28.25480 0.43 0.07 0.26
H 16.44594 -17.32717 -27.08565 -0.29 -0.23 -0.33
H 17.33604 -18.49269 -28.14088 -0.09 -0.03 0.25
H 18.55571 -17.23122 -23.36149 0.02 0.06 0.43
H 18.15269 -18.51804 -22.12264 0.21 0.30 -0.03
H 16.95886 -17.98737 -23.35620 0.16 -0.47 -0.17
O 12.32713 -10.46443 -15.43493 0.02 -0.24 -0.50
S 11.60102 -11.61710 -14.99560 -0.19 -0.82 1.61
O 10.21929 -11.81722 -15.40653 1.92 0.06 0.77
O 12.45200 -13.00781 -15.26782 -2.88 1.28 1.64
C 13.49437 -12.93522 -16.13564 2.44 -0.15 -0.97
C 13.02505 -12.98683 -17.54336 -0.16 -0.31 -1.58
C 11.87669 -11.77334 -13.16508 -0.76 0.31 -1.29
H 14.05251 -13.84116 -15.89931 0.26 -0.12 -0.27
H 14.18681 -12.12811 -15.89651 -0.24 0.47 -0.05
H 12.16238 -12.39250 -17.84447 -0.31 0.14 0.84
H 12.77199 -14.03605 -17.69572 -0.09 0.05 -0.63
H 13.73350 -12.65238 -18.30121 0.58 -0.46 0.25
H 12.87556 -11.45653 -12.86510 0.09 -0.13 -0.62
H 11.75418 -12.84954 -13.04303 -0.32 0.31 0.66
H 11.17807 -11.09248 -12.67882 -0.29 -0.52 0.11
O 14.84293 -15.68440 -13.96434 -1.15 -2.62 -1.02
S 14.45222 -16.95945 -14.61717 0.81 1.51 -0.47
O 15.52837 -17.65495 -15.36184 -2.55 0.45 1.93
O 13.69049 -17.96441 -13.53995 1.59 0.89 -1.24
C 12.94207 -17.29396 -12.50986 -1.27 -1.07 1.29
C 11.75607 -18.31885 -12.13806 0.86 1.43 -1.11
C 13.00419 -16.73821 -15.75408 1.75 -0.15 1.00
H 12.68028 -16.27385 -12.79082 -0.56 -0.23 -0.38
H 13.58201 -17.13917 -11.64117 0.14 -0.30 0.01
H 11.12722 -18.50180 -13.00937 0.37 -0.13 -0.36
H 11.01326 -17.93460 -11.43900 0.61 0.11 0.54
H 12.22275 -19.25650 -11.83621 -0.23 0.13 0.21
H 12.81407 -17.77568 -16.02907 -0.31 0.25 -0.26
H 13.40765 -16.12133 -16.55707 -0.11 -0.11 -0.21
H 12.20123 -16.25411 -15.19820 0.07 -0.13 -0.07
```
Positions in Å, forces in eV/Å.

The charge is 0. For the energy above the lowest of the compared OMol25 structures with the same formula, charge and spin, the calculation gives 4.976 eV. The calculation puts the frontier orbital gap at 0.2839 Ha. The value obtained for the LUMO energy is 0.0032 hartree.

***

Entry 2:
ORCA calculation (the ωB97M-V functional and the def2-TZVPD basis) on a 2-piece molecular cluster, C5H10O overall.

Structure (XYZ):
```
16
Properties=species:S:1:pos:R:3:forces:R:3
C -1.83316 0.02303 1.57598 -0.18 0.14 0.08
O -1.05383 -0.57439 0.55063 0.28 -0.16 0.05
C 0.17569 -0.92683 1.01012 0.38 -0.34 0.22
C 1.00149 -1.78452 0.41282 0.03 0.36 -0.27
C 1.21194 0.76694 -1.71977 -0.04 0.18 0.11
C 0.35262 1.72119 -2.06462 0.03 -0.18 -0.11
H -1.41858 1.00137 1.85442 -0.10 -0.12 -0.04
H -2.84223 0.15394 1.18302 0.14 -0.01 0.05
H -1.86381 -0.61819 2.46939 -0.07 0.13 -0.22
H 0.43840 -0.43922 1.94815 0.09 -0.18 0.02
H 1.97703 -2.03943 0.83135 -0.43 0.29 0.00
H 0.78504 -2.15619 -0.58275 -0.18 -0.21 0.19
H 1.29462 -0.19606 -2.22787 -0.19 0.38 -0.04
H 1.87608 0.87532 -0.86751 -0.06 0.10 -0.09
H 0.25964 2.67449 -1.54016 0.20 -0.34 -0.02
H -0.32469 1.59379 -2.90468 0.08 -0.05 0.06
```
Positions in Å, forces in eV/Å.

The charge is 0. For the energy above the lowest of the compared OMol25 structures with the same formula, charge and spin, the calculation gives 2.465 eV. The SMILES is C=COC.C=C. The calculation puts the frontier orbital gap at 0.3662 Ha. The value obtained for the LUMO energy is 0.0400 hartree.

***

Entry 3:
ORCA calculation (the ωB97M-V functional and the def2-TZVPD basis) on a 2-piece molecular cluster, C2H8NS overall at a distorted geometry.

Structure (XYZ):
```
12
Properties=species:S:1:pos:R:3:forces:R:3
S -0.34416 -0.94552 -3.15950 -0.21 -0.56 -0.16
H 0.13308 0.18359 -2.66972 0.22 0.55 0.19
C -0.94064 -0.75825 0.66771 2.40 1.48 2.62
N 0.45042 -0.21490 1.15286 -1.75 -0.38 -1.96
C 0.73436 0.98507 0.35504 0.33 0.78 1.42
H -0.92259 -1.07339 -0.37501 -0.35 -0.32 0.12
H -1.12554 -1.39517 1.53358 -0.62 -1.05 -0.86
H -1.55950 0.10997 0.90378 -0.39 -0.08 -0.71
H 1.13348 -0.94051 0.96231 0.04 0.06 -0.21
H 0.86397 1.00858 -0.72377 -0.29 -0.95 -0.31
H 1.67675 1.35751 0.76587 -0.06 0.56 -0.02
H -0.09963 1.68302 0.58684 0.69 -0.08 -0.11
```
Positions in Å, forces in eV/Å.

The charge is -1. For the energy above the lowest of the compared OMol25 structures with the same formula, charge and spin, the calculation gives 1.060 eV. The calculation puts the frontier orbital gap at 0.2517 Ha. The value obtained for the LUMO energy is 0.1561 hartree.

***

Entry 4:
ORCA calculation (the ωB97M-V functional and the def2-TZVPD basis) on C20H29BN4O3SSc as an isolated structure at a distorted geometry.

Structure (XYZ):
```
59
Properties=species:S:1:pos:R:3:forces:R:3
Sc 0.08796 1.20252 -0.23499 0.04 -1.01 1.21
C -1.73927 3.80151 -1.25800 -0.04 0.04 -0.01
N -1.88976 2.33638 -1.24013 0.33 -0.24 0.10
C -2.20298 1.88690 -2.61002 0.01 0.04 -0.06
C -3.00268 1.93794 -0.35835 -0.04 0.00 -0.02
C -2.66225 2.08792 1.10654 0.02 0.00 -0.05
N -1.57427 1.17249 1.51108 0.37 -0.19 0.00
C -0.99958 1.64622 2.78678 -0.02 0.00 -0.01
C -2.11278 -0.18933 1.72657 -0.03 0.02 -0.12
H -2.67279 4.27743 -1.57763 0.00 -0.01 -0.03
H -0.95327 4.07456 -1.96034 0.01 0.00 0.01
H -1.46025 4.18060 -0.27987 0.00 0.01 -0.01
H -3.12528 2.35867 -2.96613 -0.01 0.02 0.00
H -2.32748 0.80696 -2.62956 -0.03 0.01 -0.01
H -1.39061 2.15648 -3.28259 0.01 -0.02 0.01
H -3.24084 0.89635 -0.57931 -0.02 -0.01 -0.03
H -3.89465 2.53445 -0.58343 -0.02 -0.01 -0.04
H -3.55487 1.89060 1.70963 0.00 0.01 0.04
H -2.34525 3.10722 1.32253 0.03 0.02 0.00
H -1.75932 1.64409 3.57377 -0.01 -0.01 0.02
H -0.61379 2.65531 2.66985 0.00 0.03 -0.01
H -0.18426 0.99151 3.09279 -0.01 0.03 0.01
H -2.89791 -0.16797 2.48791 0.01 0.00 0.04
H -1.31574 -0.85078 2.06170 -0.06 0.01 -0.03
H -2.51084 -0.59778 0.80163 0.00 0.01 0.01
O -1.37714 -1.27854 -1.20580 -0.04 -0.09 -0.05
B -0.31800 -0.49637 -1.73947 0.06 -0.60 -0.80
O 0.10369 -1.08762 -2.93048 -0.01 -0.05 -0.04
C -0.67127 -2.21246 -3.12344 0.12 0.13 -0.07
C -0.62906 -3.11659 -4.15968 -0.01 -0.04 -0.04
C -1.53594 -4.17338 -4.10152 0.02 0.03 0.02
C -2.43436 -4.29964 -3.04563 0.02 0.03 0.02
C -2.46571 -3.37126 -2.00559 -0.07 -0.09 -0.02
C -1.56556 -2.33472 -2.08187 -0.07 0.05 0.13
H 0.07323 -3.00284 -4.97406 -0.01 -0.02 0.00
H -1.54049 -4.91059 -4.89318 0.00 0.01 0.01
H -3.12176 -5.13469 -3.02915 0.00 0.01 -0.01
H -3.16153 -3.46419 -1.18252 0.01 0.01 0.00
C 2.68951 3.32284 1.27833 0.10 0.20 0.02
C 1.67505 2.53176 0.56284 -0.77 -0.38 -0.70
O 0.50308 2.99752 0.45567 0.54 1.98 0.64
H 2.38204 4.35936 1.42311 0.03 0.01 0.03
H 3.65215 3.26232 0.77135 0.00 -0.02 0.03
H 2.82388 2.84091 2.25395 0.03 0.00 -0.02
N 5.88418 -3.00141 1.84643 0.06 -0.04 0.04
C 4.94829 -2.53968 2.68783 -0.04 0.01 0.04
S 5.06593 -2.67730 4.31809 -0.03 0.04 -0.08
C 3.78859 -1.84462 2.03547 0.12 -0.03 -0.01
C 2.58296 -1.71714 2.70853 -0.08 -0.06 0.07
C 1.54689 -1.03362 2.10593 0.02 -0.04 -0.04
N 1.64101 -0.47148 0.89711 -0.64 0.17 -0.10
C 2.79008 -0.61477 0.23846 0.01 -0.05 -0.03
C 3.87633 -1.28855 0.76331 0.05 0.03 -0.04
H 6.67527 -3.48344 2.24215 0.00 0.01 -0.04
H 5.76639 -3.01396 0.84893 -0.03 -0.05 0.01
H 2.46498 -2.14950 3.69271 0.02 0.04 -0.01
H 0.59943 -0.93260 2.61934 0.08 -0.03 0.00
H 2.84457 -0.17066 -0.74786 0.01 0.05 0.00
H 4.78605 -1.33335 0.18026 -0.02 0.03 0.00
```
Positions in Å, forces in eV/Å.

The charge is +1. The calculation puts the frontier orbital gap at 0.2832 Ha. The value obtained for the LUMO energy is -0.1172 hartree.

***

Entry 5:
ORCA calculation (the ωB97M-V functional and the def2-TZVPD basis) on an isolated molecule of C3H5N3O at a distorted geometry.

Structure (XYZ):
```
12
Properties=species:S:1:pos:R:3:forces:R:3
C 0.29265 1.10395 -0.17088 2.83 1.35 0.26
C 3.14442 -0.03717 0.14679 -2.63 -0.30 -0.27
C -1.33500 -0.77771 -0.04818 0.80 3.45 -2.72
N 0.88310 -1.11414 0.14323 -1.86 -3.34 0.22
N 4.17015 0.48122 -0.20148 0.11 0.16 0.04
N -0.00391 -0.08674 0.04054 0.29 -1.57 0.20
O 2.22613 -0.84435 0.19800 3.28 1.47 0.06
H -0.53436 1.69964 -0.01596 -2.11 1.51 -0.25
H -2.00473 0.09949 -0.12559 -0.08 -0.87 0.04
H -1.59007 -1.43735 0.67727 -0.31 -1.70 2.56
H -1.25737 -1.30044 -0.99348 -0.42 -0.12 -0.18
H 4.63889 1.16650 0.37523 0.10 -0.04 0.04
```
Positions in Å, forces in eV/Å.

The charge is 0. For the energy above the lowest of the compared OMol25 structures with the same formula, charge and spin, the calculation gives 9.573 eV. The calculation puts the frontier orbital gap at 0.2962 Ha. The value obtained for the LUMO energy is 0.0137 hartree.

***

Entry 6:
ORCA calculation (the ωB97M-V functional and the def2-TZVPD basis) on a 2-piece molecular cluster, C5H12NP overall at a distorted geometry.

Structure (XYZ):
```
19
Properties=species:S:1:pos:R:3:forces:R:3
C 0.14635 0.75752 -0.65908 0.50 2.03 1.64
C 0.03206 0.02677 0.59052 0.17 -3.28 -0.43
C -0.36954 2.26519 -0.64823 -2.21 -4.88 -4.81
C -0.07918 -2.37567 -0.23527 -3.88 3.20 0.99
C -0.80873 0.15682 1.77928 -0.84 1.22 1.94
N 2.71873 -0.56887 -0.01858 0.04 0.08 -0.95
P 1.67273 0.67645 0.49026 0.76 1.00 -0.01
H 0.31296 0.21706 -1.57398 -0.45 0.11 -0.37
H -0.64110 2.60681 0.25876 -0.42 1.24 3.06
H -1.32578 2.18846 -1.31139 1.36 0.64 1.15
H 0.35536 2.75410 -1.19737 1.27 1.76 -0.69
H 0.68640 -2.49807 -0.90240 1.32 0.22 -2.26
H -1.20573 -2.24184 -0.45769 2.31 -0.16 -0.25
H 0.05461 -3.02039 0.55058 0.25 -1.26 2.26
H -1.43304 -0.72524 1.91790 -0.07 0.00 0.11
H -1.51553 1.02273 1.66669 0.43 -0.63 0.17
H -0.22598 0.34400 2.78082 -0.88 -0.46 -2.01
H 2.51721 -1.38273 0.54835 0.12 -0.39 -0.52
H 2.63438 -0.71364 -1.03776 0.22 -0.44 0.98
```
Positions in Å, forces in eV/Å.

The charge is 0. For the energy above the lowest of the compared OMol25 structures with the same formula, charge and spin, the calculation gives 4.763 eV. The calculation puts the frontier orbital gap (spin up / spin down) at 0.3085 / 0.2982 Ha. The value obtained for the LUMO energy (spin up / spin down) is 0.0020 / 0.0066 hartree.

***

| no. | energy (eV) |
| --- | --- |
| 1 | -173219.543 |
| 2 | -7392.300 |
| 3 | -14529.034 |
| 4 | -65522.421 |
| 5 | -9701.010 |
| 6 | -16153.268 |